(1)
# C108H81N3O16

A cluster of 10 separate species, C108H81N3O16 in total in a non-equilibrium geometry (ωB97M-V with the def2-TZVPD basis set, the Open Molecules 2025 dataset).

Properties
HOMO level, eV: -8.56
Kohn-Sham gap, eV: 7.30
Net charge: 0
SMILES: O=C1c2ccccc2C(=O)c2ccccc21.O=C1c2ccccc2C(=O)c2ccccc21.O=C1c2ccccc2C(=O)c2ccccc21.O=C1c2ccccc2C(=O)c2ccccc21.O=C1c2ccccc2C(=O)c2ccccc21.O=C1c2ccccc2C(=O)c2ccccc21.O=C1c2ccccc2C(=O)c2ccccc21.CCN(CC)CC.CC(N)=O.CC(N)=O

Geometry (Å):
1 H -1.904 3.115 8.580
2 C 2.437 0.363 1.956
3 O -2.603 -7.992 -1.372
4 H -4.261 -2.016 0.039
5 H 3.136 3.587 3.066
6 H -11.019 2.098 1.180
7 H 8.934 4.044 -7.476
8 C -6.365 -0.583 0.833
9 C 1.467 -0.580 2.638
10 H 3.169 0.687 2.696
11 O 8.391 3.660 0.068
12 C -3.576 3.626 2.758
13 C 7.968 3.651 -7.196
14 H -5.407 1.413 -4.351
15 C -7.678 1.365 1.565
16 C -2.071 3.540 5.231
17 C -2.778 -7.353 -2.376
18 C -4.555 0.980 -3.839
19 H -2.459 0.510 8.522
20 C -3.950 2.747 0.518
21 C 0.606 -1.410 0.498
22 C -2.800 1.989 0.568
23 C -7.699 0.082 1.022
24 H 2.018 1.757 4.691
25 H 4.224 0.810 -0.395
26 O -5.373 -0.142 1.351
27 C -2.461 0.191 -2.330
28 H -5.796 1.022 -2.156
29 H -0.448 0.485 -9.590
30 C -1.335 -4.007 -1.348
31 C -2.255 3.496 7.631
32 H 9.549 7.416 -2.854
33 H -3.756 0.096 -0.686
34 C -3.908 4.586 3.830
35 C 7.392 5.594 -0.903
36 H 1.881 -1.586 2.799
37 C -0.678 -1.633 2.600
38 H -4.238 -4.041 -1.378
39 C -3.279 4.431 7.550
40 H -0.815 -3.506 -0.543
41 C 6.195 3.037 1.661
42 C 7.404 4.353 -0.087
43 C 2.072 -4.917 0.621
44 C -3.500 -5.573 -4.671
45 C -3.979 -9.184 -3.517
46 H 1.005 -4.006 5.458
47 H -6.771 1.833 1.916
48 H -0.532 0.259 5.491
49 C -5.169 -2.384 -0.420
50 N -1.087 -0.048 6.272
51 C -8.876 -0.412 0.414
52 C 4.400 -2.681 2.575
53 H 5.245 -2.886 0.060
54 H -8.428 -3.706 -2.042
55 H 4.050 -1.573 7.139
56 C 3.316 0.624 -3.647
57 C 6.208 4.075 0.754
58 H -1.019 -0.558 -0.641
59 C -1.530 2.945 3.996
60 H 5.130 -1.368 4.873
61 C 2.413 -2.682 6.340
62 H -1.294 -5.988 -0.560
63 C -3.696 0.408 -1.723
64 H -1.167 1.380 1.831
65 C 6.257 6.432 -0.954
66 C 5.723 2.350 -6.177
67 C 6.893 3.369 -8.046
68 C 4.277 -2.023 4.977
69 H 7.566 8.922 -2.838
70 C -3.786 4.825 6.317
71 O 1.309 -5.338 3.370
72 C 4.600 1.490 -5.720
73 H 2.989 5.210 1.303
74 H 0.111 -2.372 0.364
75 O -9.898 -2.220 -0.652
76 C -3.242 4.317 5.157
77 C 0.452 -0.060 -7.796
78 C 8.604 5.951 -1.513
79 C -4.376 3.475 1.593
80 C -2.300 -5.915 -2.446
81 H 4.085 -4.003 -1.877
82 H -1.561 0.018 -1.756
83 H -10.915 -0.138 0.136
84 C 3.715 -4.060 -0.862
85 H -5.739 -9.246 -6.406
86 H -4.442 2.665 -0.445
87 H -5.219 4.136 1.421
88 C -1.713 -3.174 -2.419
89 C -2.091 1.943 1.751
90 H -5.313 -10.606 -4.423
91 C -0.837 0.150 -5.810
92 C -0.611 0.466 -8.518
93 H 5.013 2.122 3.240
94 C -10.020 0.358 0.492
95 H -1.308 -2.171 -2.395
96 C -3.390 0.649 -4.523
97 H -2.093 -0.059 6.238
98 C -2.044 -1.577 1.892
99 C 3.832 -3.552 1.508
100 H -2.579 1.364 -8.503
101 C 3.212 2.036 6.408
102 C -1.800 0.890 -7.927
103 H 2.428 0.505 -4.257
104 C -1.704 -0.277 8.571
105 C -1.580 3.166 6.474
106 C 5.037 2.852 2.440
107 H -6.302 -4.980 -2.339
108 H 9.513 5.403 -1.319
109 C -3.897 -7.010 -4.654
110 H -0.490 -2.701 2.798
111 C 4.349 -3.473 0.213
112 H 1.687 -1.479 0.393
113 C -2.681 -5.088 -3.506
114 H -3.760 -9.729 -2.607
115 O 5.206 -1.805 2.337
116 C 5.403 1.445 -2.009
117 N 0.264 -0.827 1.836
118 C 0.354 -0.250 -6.415
119 H 1.353 -0.466 -8.235
120 C -1.635 -5.362 -1.375
121 C 6.638 2.895 -5.286
122 O 3.986 6.720 -0.460
123 H -2.573 -3.100 -4.361
124 C 5.058 4.890 0.626
125 H 2.294 0.047 -1.903
126 C -2.319 0.222 -3.728
127 H -4.931 -6.866 -6.482
128 C -10.051 1.627 1.107
129 C -6.321 -4.054 -1.783
130 H 1.114 -0.211 3.601
131 O -0.069 -0.416 -3.642
132 C -7.513 -3.380 -1.567
133 H -2.833 -2.171 2.347
134 H -0.734 2.497 6.578
135 C 7.756 3.532 -5.817
136 O 0.573 -0.044 7.815
137 C 0.072 -0.501 -0.609
138 H -2.123 -1.262 8.354
139 O 3.759 1.018 -6.463
140 C 2.597 -3.533 4.105
141 C 4.254 0.901 -1.476
142 O -4.832 5.360 3.746
143 C -8.859 -1.686 -0.311
144 C -6.368 -1.708 -0.189
145 C 2.626 1.139 5.359
146 C -4.683 -7.554 -5.686
147 C 8.693 7.136 -2.253
148 C -8.883 2.035 1.707
149 H 3.044 -0.122 1.194
150 C -0.618 -0.134 7.538
151 H 0.383 0.537 -0.501
152 C 3.173 0.553 -2.277
153 C 2.663 -4.305 1.702
154 O -3.712 -4.888 -5.643
155 H 8.699 3.783 -5.349
156 C 6.400 7.588 -1.690
157 H -2.302 -0.520 1.856
158 C -7.536 -2.251 -0.733
159 C 3.650 -2.037 6.250
160 H 5.107 2.341 -8.261
161 C 3.886 4.607 1.323
162 N 2.863 1.823 7.696
163 H 6.997 2.337 1.837
164 C -2.361 -3.731 -3.509
165 C 4.981 6.044 -0.322
166 H -1.881 -1.815 0.839
167 H 2.148 1.123 7.857
168 C 3.748 -2.743 3.907
169 H -1.379 -0.162 9.602
170 C -3.287 0.920 -5.973
171 H -3.653 4.721 8.524
172 C 2.121 -4.489 3.070
173 H 3.244 2.306 8.486
174 C -1.906 0.666 -6.548
175 H -4.663 5.452 6.230
176 H -0.767 -1.215 3.606
177 O -0.422 2.430 3.937
178 H 5.560 8.238 -1.909
179 H 1.124 -0.782 -5.878
180 H 2.078 -5.465 -1.417
181 H 0.378 -0.917 -1.575
182 C -3.578 -7.864 -3.543
183 H 1.925 1.282 1.668
184 C -4.793 0.795 -2.484
185 C 6.531 2.649 -3.837
186 O 7.355 3.088 -3.067
187 H 1.223 -5.540 0.887
188 H -2.401 1.473 -0.295
189 C 4.396 1.328 -4.253
190 H 1.999 0.324 5.711
191 C -5.090 -8.874 -5.623
192 H 3.493 0.819 4.786
193 C -2.405 2.810 2.794
194 C 3.937 3.663 2.342
195 O -4.183 1.407 -6.614
196 C -0.997 -0.067 -4.344
197 C 2.579 -4.867 -0.670
198 C -4.765 -9.682 -4.552
199 H 1.829 -2.660 7.251
200 C 7.582 7.972 -2.323
201 C -5.178 -3.524 -1.210
202 H -8.884 3.015 2.175
203 C 5.404 1.770 -3.390
204 H 6.761 3.567 -9.103
205 C 1.918 -3.448 5.302
206 C 5.820 2.702 -7.530
207 H 6.286 1.657 -1.422
208 O 4.150 2.789 6.145

(2)
# C10F30Li2N5O20S10

A structure of composition C10F30Li2N5O20S10 in a non-equilibrium geometry (ωB97M-V with the def2-TZVPD basis set, the Open Molecules 2025 dataset).

Properties
HOMO level, eV: -1.92
Kohn-Sham gap, eV: 6.41
Net charge: -3

Geometry (Å):
1 O -0.569 -2.388 1.859
2 O 1.679 3.312 -1.952
3 F 3.882 -1.334 -0.880
4 F -0.739 4.131 -3.452
5 O -4.880 1.903 2.662
6 F 3.065 2.052 0.288
7 O -3.007 -3.147 0.518
8 S -0.312 -3.577 1.099
9 F 4.076 2.099 2.190
10 F -0.419 2.035 -3.939
11 O -2.769 1.405 3.907
12 S 1.526 1.272 4.234
13 S 0.439 2.757 -1.477
14 O 2.913 1.332 4.611
15 O -0.666 -0.647 -3.632
16 O -0.980 -4.758 1.620
17 F -3.912 -5.373 -1.196
18 F 2.290 -3.184 0.484
19 O 3.195 -2.369 -4.461
20 F -4.689 -0.809 -0.574
21 O -1.257 5.785 0.338
22 S -2.226 -3.307 -0.662
23 O 3.225 -0.834 2.720
24 F -3.886 4.716 2.342
25 F 0.292 -0.205 6.248
26 C 0.832 -0.317 5.004
27 O 1.389 -0.369 -4.821
28 F -1.935 2.600 -2.528
29 N -2.599 1.869 1.418
30 O 2.956 -3.648 -2.358
31 C 0.136 -2.692 -5.110
32 F -1.087 -2.510 -5.587
33 F 2.434 5.500 0.407
34 N -0.438 3.561 -0.333
35 O 0.467 1.358 -1.093
36 N -0.493 -3.371 -0.471
37 O 0.399 5.831 -1.421
38 F 2.000 -4.063 2.415
39 O 1.791 -0.582 0.796
40 S -3.443 2.042 2.803
41 F -2.224 -5.110 -2.589
42 C 3.662 1.308 1.219
43 S 2.832 -2.373 -3.080
44 O 0.672 2.273 4.794
45 C 3.857 -1.041 -2.150
46 S 2.392 0.053 1.929
47 Li 0.358 -1.352 -1.053
48 F 1.357 4.111 1.693
49 O -2.410 -2.355 -1.721
50 F 4.671 0.659 0.635
51 F -0.179 -0.757 4.248
52 C -0.697 2.894 -2.965
53 C 1.269 5.241 1.019
54 F -5.015 1.328 -0.410
55 F 3.145 0.067 -2.283
56 C -4.087 0.395 -0.548
57 F 1.676 -5.255 0.599
58 F -3.422 0.526 -1.684
59 S 0.587 -1.243 -4.022
60 Li 0.739 -3.797 -1.916
61 C -2.631 -5.063 -1.300
62 F -1.833 4.136 2.864
63 N 1.199 -1.922 -2.686
64 C 1.550 -4.049 1.183
65 F 1.723 -1.312 5.069
66 F -1.921 -5.994 -0.672
67 F 5.045 -0.924 -2.692
68 O -1.629 -0.176 0.350
69 S -2.887 0.292 0.939
70 O -3.401 -0.572 1.996
71 N 1.341 1.115 2.672
72 F 0.094 -3.858 -4.421
73 F 0.991 -2.771 -6.118
74 F -3.221 4.167 4.410
75 F 1.007 6.231 1.881
76 C -3.141 3.923 3.080
77 S -0.142 5.126 -0.286